1.
# C17H24N6O3

A single C17H24N6O3 molecule in a non-equilibrium geometry (ωB97M-V with the def2-TZVPD basis set, OMol25).

```
50
Properties=species:S:1:pos:R:3:mulliken_charge:R:1
H 6.910 -0.732 -1.129 0.167
N 6.396 -1.456 -0.649 -0.858
C 5.267 -1.019 -0.120 0.533
N 4.424 -1.975 0.441 -0.399
N 4.783 0.242 -0.185 -0.105
C 3.862 0.781 0.713 -1.021
C 2.808 1.672 0.153 -0.374
C 2.122 1.051 -1.098 -1.335
C 0.883 0.198 -0.880 0.801
N -0.284 0.677 -0.120 0.201
C -0.650 1.987 -0.192 0.278
O -0.082 2.870 -0.832 -0.684
C -1.821 2.443 0.746 -0.233
N -2.685 3.361 -0.040 -0.565
C -2.570 1.331 1.507 -0.246
C -3.200 0.501 0.410 0.235
C -3.895 0.911 -0.653 -0.639
N -4.319 -0.157 -1.382 0.027
C -3.911 -1.348 -0.766 -1.270
C -4.146 -2.671 -1.033 -0.806
C -3.568 -3.643 -0.214 -0.481
C -2.765 -3.242 0.847 -0.765
C -2.525 -1.895 1.149 0.141
C -3.117 -0.928 0.348 1.542
C 1.130 -1.184 -0.234 0.084
O 1.647 -2.094 -0.844 -0.644
O 0.964 -1.203 1.078 -0.501
H 4.740 -2.901 0.337 0.325
H 3.450 -1.867 0.219 0.078
H 5.249 0.887 -0.839 0.257
H 3.451 -0.116 1.117 0.527
H 4.389 1.248 1.614 0.180
H 2.023 2.139 0.810 0.280
H 3.439 2.488 -0.267 0.340
H 2.781 0.527 -1.729 0.722
H 1.774 1.964 -1.575 0.472
H 0.486 -0.115 -1.862 0.325
H -1.164 0.007 0.068 -0.349
H -1.300 3.052 1.495 0.436
H -2.023 3.684 -0.770 0.256
H -2.965 4.116 0.609 0.259
H -1.890 0.518 2.037 0.003
H -3.235 1.762 2.241 0.450
H -4.297 1.857 -0.995 0.492
H -4.798 -0.047 -2.262 0.203
H -4.789 -2.983 -1.848 0.397
H -3.759 -4.708 -0.420 0.371
H -2.208 -4.013 1.495 0.270
H -1.792 -1.655 1.980 0.184
H 0.779 -0.321 1.521 0.442
```

DFT total energy: -33101.0211 eV
Structure (SMILES): [H]/N=C(/N)NCCC[C@H](NC(=O)[C@@H](N)Cc1c[nH]c2ccccc12)C(=O)O

***

2.
# C17H24N6O5PtS2

A molecular structure, C17H24N6O5PtS2 in a non-equilibrium geometry (ωB97M-V with the def2-TZVPD basis set, OMol25).

```
55
Properties=species:S:1:pos:R:3:mulliken_charge:R:1
Pt -0.438 0.192 0.487 0.782
O -1.067 2.218 3.153 -0.350
C -2.251 2.449 3.866 -0.804
C -3.132 1.210 4.112 -0.592
N -3.678 0.520 2.936 0.243
C -3.409 -0.840 2.733 -0.687
C -1.846 -1.138 2.339 0.887
O -1.065 -0.973 3.244 -0.515
O -1.682 -1.432 1.121 -0.723
C -4.314 1.226 1.986 -0.811
C -3.093 1.871 0.766 0.906
O -3.081 3.052 0.819 -0.397
O -2.603 0.927 0.146 -0.693
H -0.541 1.552 3.609 0.322
H -2.799 3.204 3.308 0.453
H -2.035 2.842 4.862 0.405
H -3.981 1.582 4.692 0.376
H -2.603 0.465 4.698 0.428
H -4.007 -1.223 1.915 0.402
H -3.587 -1.383 3.662 0.460
H -4.789 2.120 2.376 0.418
H -4.957 0.629 1.345 0.479
N 1.807 -1.477 -1.250 -0.169
C 2.216 -1.646 -0.005 0.559
S 1.425 -0.922 1.365 -0.414
N 3.268 -2.399 0.273 -0.080
C 4.200 -3.022 -0.622 0.458
C 4.779 -4.212 -0.206 -0.490
C 5.707 -4.845 -1.015 -0.579
C 6.069 -4.286 -2.231 -0.499
C 5.509 -3.084 -2.629 -0.661
C 4.571 -2.445 -1.828 -0.301
H 0.997 -0.910 -1.432 0.100
H 2.202 -2.019 -2.003 0.391
H 3.421 -2.582 1.253 0.258
H 4.491 -4.651 0.744 0.358
H 6.146 -5.781 -0.695 0.387
H 6.796 -4.779 -2.863 0.404
H 5.813 -2.625 -3.560 0.384
H 4.194 -1.472 -2.120 0.574
C -2.184 1.768 -4.683 -1.147
C -0.762 1.384 -4.253 -0.350
C -0.445 1.836 -2.867 0.244
N -0.005 1.099 -1.921 -0.299
N 0.153 1.740 -0.714 -0.030
C -0.160 3.021 -0.751 0.289
N -0.038 3.836 0.301 -0.271
S -0.657 3.500 -2.334 -0.133
H -2.373 1.411 -5.693 0.359
H -2.323 2.851 -4.678 0.382
H -2.925 1.322 -4.018 0.298
H -0.041 1.825 -4.944 0.303
H -0.629 0.304 -4.277 0.264
H 0.145 3.422 1.204 0.182
H -0.409 4.769 0.276 0.242
```

DFT total energy: -62097.4281 eV
Charge: +2

***

3.
# C17H24N6O6PS3Tb

A molecular structure, C17H24N6O6PS3Tb in a non-equilibrium geometry (ωB97M-V with the def2-TZVPD basis set, OMol25).

```
58
Properties=species:S:1:pos:R:3:mulliken_charge:R:1
Tb -0.477 -0.797 -0.621 0.095
C -1.247 -1.865 2.486 -1.439
C -0.778 -2.228 1.100 -0.216
N -1.525 -2.244 0.037 -0.142
N -2.793 -1.733 0.112 -0.712
C -3.207 -0.643 -0.669 1.092
N -4.535 -0.363 -0.444 -0.521
S -2.375 0.345 -1.748 -0.641
C 0.676 -2.473 0.935 1.119
C 1.268 -3.586 1.514 -0.341
C 2.640 -3.746 1.346 -0.732
C 3.356 -2.797 0.618 -0.882
C 2.673 -1.715 0.082 -0.342
N 1.347 -1.521 0.230 -0.472
H -1.644 -0.846 2.485 0.404
H -0.431 -1.916 3.213 0.557
H -2.031 -2.561 2.798 0.339
H -3.281 -1.829 0.994 0.437
H -5.148 -1.143 -0.249 0.244
H -4.925 0.341 -1.061 0.227
H 0.685 -4.313 2.065 0.516
H 3.150 -4.605 1.773 0.401
H 4.426 -2.900 0.466 0.423
H 3.190 -0.954 -0.495 0.632
C 2.724 4.710 -1.475 -1.210
C 2.029 3.822 -2.487 -0.193
O 2.277 2.469 -2.154 -0.343
P 1.041 1.406 -2.140 1.179
S 1.810 -0.444 -2.072 -0.585
S -0.290 1.921 -0.723 -0.366
O 0.450 1.712 -3.632 -0.445
C -0.712 1.019 -4.054 0.433
C -0.909 1.275 -5.535 -1.636
H 2.577 5.766 -1.716 0.381
H 3.798 4.499 -1.448 0.283
H 2.338 4.521 -0.467 0.245
H 2.435 4.005 -3.487 0.288
H 0.959 4.050 -2.513 0.351
H -1.581 1.389 -3.501 0.106
H -0.610 -0.055 -3.876 0.338
H -1.010 2.347 -5.732 0.332
H -1.802 0.763 -5.904 0.392
H -0.041 0.926 -6.104 0.351
O -1.815 0.979 4.981 -0.626
C -0.504 0.651 4.917 0.240
O 0.199 0.747 5.921 -0.685
C 0.045 0.190 3.644 0.468
C 1.376 -0.168 3.479 -0.584
N 1.533 -0.543 2.182 -0.241
N 0.413 -0.465 1.463 0.536
C -0.498 -0.020 2.344 -0.206
C -1.888 0.198 1.917 0.358
O -2.705 0.620 2.797 -0.954
O -2.111 -0.065 0.705 -0.152
H -2.300 0.866 4.109 0.498
H 2.199 -0.180 4.178 0.525
H 2.373 -0.863 1.715 0.078
H -0.820 -1.960 -2.302 -0.206
```

DFT total energy: -103461.5822 eV
<S²>: 16.43
2S+1: 8
Charge: -1

***

4.
# C17H24O10

A single C17H24O10 molecule (ωB97M-V with the def2-TZVPD basis set, OMol25).

```
51
Properties=species:S:1:pos:R:3:mulliken_charge:R:1
C 1.366 5.585 -2.060 -0.746
O 1.066 4.219 -1.809 -0.200
C 2.037 3.443 -1.328 0.286
O 3.125 3.837 -0.980 -0.661
C 1.600 2.033 -1.227 0.468
C 2.237 1.229 -0.370 -1.021
O 1.912 -0.053 -0.094 -0.453
C 0.640 -0.462 -0.544 -0.072
O -0.367 0.052 0.302 -0.222
C -0.479 -0.594 1.533 -0.353
O -0.863 -1.928 1.311 -0.397
C -1.031 -2.666 2.504 -0.202
C -1.358 -4.116 2.118 -0.570
O -1.226 -4.992 3.197 -0.585
C -2.148 -2.039 3.355 0.117
O -2.302 -2.770 4.545 -0.605
C -1.803 -0.575 3.652 -0.255
O -2.876 -0.014 4.366 -0.581
C -1.543 0.166 2.339 0.217
O -1.123 1.470 2.646 -0.616
C 0.331 0.011 -1.961 -0.326
C 0.475 1.531 -2.096 0.379
C 0.861 1.746 -3.564 -0.057
O 0.859 2.794 -4.144 -0.568
C 1.227 0.408 -4.161 -0.759
C 1.298 -0.583 -3.000 0.218
C 0.938 -2.005 -3.410 -1.669
H 1.287 5.752 -3.135 0.241
H 2.376 5.813 -1.716 0.356
H 0.637 6.197 -1.530 0.238
H 3.086 1.573 0.203 0.606
H 0.646 -1.556 -0.479 0.399
H 0.486 -0.567 2.078 0.376
H -0.098 -2.660 3.091 0.464
H -2.371 -4.150 1.693 0.323
H -0.652 -4.444 1.352 0.339
H -1.708 -4.613 3.947 0.362
H -3.086 -2.055 2.776 0.239
H -2.853 -2.237 5.133 0.407
H -0.885 -0.535 4.262 0.281
H -2.730 0.939 4.404 0.413
H -2.466 0.185 1.739 0.158
H -0.823 1.888 1.830 0.372
H -0.695 -0.291 -2.188 0.927
H -0.441 2.083 -1.869 0.597
H 2.149 0.479 -4.737 0.380
H 0.428 0.133 -4.855 0.276
H 2.309 -0.577 -2.581 0.305
H -0.072 -2.044 -3.812 0.371
H 0.994 -2.678 -2.558 0.390
H 1.627 -2.361 -4.171 0.411
```

DFT total energy: -38493.0272 eV
Structure (SMILES): COC(=O)C1=CO[C@@H](O[C@@H]2O[C@H](CO)[C@@H](O)[C@H](O)[C@H]2O)[C@H]2[C@@H]1C(=O)C[C@@H]2C

***

5.
# C17H24O4S

A single C17H24O4S molecule in a non-equilibrium geometry (ωB97M-V with the def2-TZVPD basis set, OMol25).

```
46
Properties=species:S:1:pos:R:3:mulliken_charge:R:1
C -1.986 2.554 4.395 -1.017
C -0.489 2.705 4.626 -0.379
S 0.584 1.709 3.500 -0.123
C 0.257 2.433 1.812 -1.200
C 0.667 1.403 0.700 0.872
C 2.203 1.254 0.783 -1.762
O 0.371 1.999 -0.552 -0.671
C -0.052 0.034 0.765 0.483
C -1.569 0.211 1.011 -0.508
C -2.374 -0.961 0.513 -1.434
C -2.214 -1.140 -0.976 0.111
C -0.821 -0.889 -1.499 0.832
C -0.408 -0.670 -2.816 1.164
C 1.063 -0.535 -3.192 -1.497
C -1.318 -0.537 -3.978 -1.141
C -2.614 -1.005 -4.158 0.043
O -3.133 -0.864 -5.448 -0.565
C -3.383 -1.700 -3.158 0.863
O -4.357 -2.323 -3.559 -0.796
C -3.318 -1.518 -1.710 0.280
O -4.459 -1.856 -1.018 -0.583
C 0.242 -0.907 -0.378 -1.782
H -2.241 2.751 3.333 0.235
H -2.525 3.253 5.021 0.400
H -2.319 1.556 4.683 0.237
H -0.174 3.773 4.532 0.296
H -0.250 2.426 5.660 0.367
H 0.871 3.320 1.722 0.622
H -0.799 2.749 1.697 0.429
H 2.723 2.230 0.835 0.380
H 2.607 0.681 -0.044 0.348
H 2.476 0.719 1.701 0.414
H 0.362 1.343 -1.266 0.322
H 0.349 -0.404 1.680 0.621
H -1.777 0.406 2.082 0.069
H -1.944 1.072 0.466 0.333
H -2.057 -1.886 0.969 0.344
H -3.408 -0.743 0.764 0.550
H 1.622 -1.345 -2.774 0.390
H 1.476 0.422 -2.849 0.338
H 1.178 -0.589 -4.295 0.472
H -0.841 -0.008 -4.818 0.369
H -3.932 -1.428 -5.517 0.344
H -5.114 -2.169 -1.693 0.365
H 0.271 -1.891 0.064 0.432
H 1.254 -0.688 -0.747 0.135
```

DFT total energy: -37042.7305 eV
Structure (SMILES): CCSC[C@](C)(O)[C@H]1CCc2c(c(C)cc(O)c(=O)c2O)C1